The following is a DFT calculation (ωB97M-V/def2-TZVPD) of a gas-phase ion, C9H16FN2 (charge +1).

Cartesian coordinates (Å):
C: 0.21 1.02 0.29
C: -2.47 -0.63 -0.20
C: -2.60 0.82 -0.67
C: 2.05 -1.06 -0.59
C: -0.98 -1.05 -0.18
C: 1.32 -1.09 0.78
C: -2.11 1.74 0.44
C: 3.49 -0.75 -0.31
C: -0.01 -0.31 0.78
N: -0.67 1.92 0.22
N: 3.81 0.47 -0.25
F: 5.15 0.74 0.12
H: -3.04 -0.62 0.73
H: -2.94 -1.28 -0.95
H: -1.93 1.01 -1.48
H: -3.58 1.11 -0.96
H: 1.95 -2.02 -1.04
H: 1.49 -0.32 -1.13
H: -0.81 -2.05 -0.08
H: -0.68 -0.86 -1.27
H: 1.01 -2.05 1.14
H: 2.00 -0.78 1.56
H: -2.63 2.71 0.24
H: -2.17 1.16 1.39
H: 1.22 1.34 -0.17
H: 3.94 -1.67 -0.05
H: -0.52 -0.25 1.87
H: -0.49 2.75 -0.22

Calculated values
- Frontier orbital gap: 9.9 eV
- Lowest unoccupied orbital energy: -4.316 eV
- Net charge: +1
- Energy relative to the best compared isomer or geometry (same formula, charge and spin): 45.0 kcal per mole
- Energy: -561.5286 Ha
- SMILES: F/N=C/CC[C@H]1C=[NH+]CCCC1

The following is a DFT calculation (ωB97M-V/def2-TZVPD) of a molecular structure, C16H7F5LiN3S.

Cartesian coordinates (Å):
Li: 0.65 0.70 1.28
N: 0.99 -2.79 -0.68
C: -0.34 -3.09 -0.42
C: -1.17 -4.13 -0.83
C: -2.48 -4.09 -0.38
C: -2.94 -3.06 0.46
C: -2.11 -2.03 0.86
C: -0.79 -2.06 0.41
N: 0.25 -1.18 0.66
C: 1.27 -1.64 -0.02
C: 2.55 -0.92 -0.08
C: 3.65 -1.21 -0.82
S: 4.80 0.03 -0.63
C: 3.76 0.83 0.47
N: 2.63 0.24 0.66
H: 1.60 -3.30 -1.28
H: -0.82 -4.92 -1.48
H: -3.16 -4.87 -0.68
H: -3.97 -3.07 0.78
H: -2.46 -1.22 1.49
H: 3.83 -2.05 -1.47
H: 4.03 1.77 0.93
F: -2.28 1.52 1.00
C: -1.49 2.57 0.59
C: -0.12 2.47 0.72
C: 0.56 3.57 0.28
F: 1.93 3.59 0.35
C: -0.02 4.70 -0.26
F: 0.70 5.74 -0.68
C: -1.40 4.74 -0.37
F: -2.01 5.81 -0.89
C: -2.15 3.66 0.07
F: -3.49 3.70 -0.04

Calculated values
- Frontier orbital gap: 7.8 eV
- Lowest unoccupied orbital energy: -0.379 eV
- Net charge: 0
- Energy: -1683.2753 Ha

| no. | strongest force on any atom (eV/Å) |
| --- | --- |
| 1 | 3.59 |
| 2 | 0.20 |